Entry 1:
{
  "formula": "C17H37NO3SSe2SiSn",
  "method": "ωB97M-V with the def2-TZVPD basis set",
  "species": ["C", "C", "H", "H", "H", "H", "H", "C", "C", "O", "C", "H", "C", "S", "H", "H", "H", "H", "C", "C", "H", "C", "Se", "Si", "H", "C", "H", "C", "O", "H", "C", "H", "H", "H", "H", "H", "H", "H", "C", "H", "H", "C", "H", "H", "C", "Se", "H", "Sn", "N", "H", "C", "H", "C", "H", "H", "H", "H", "H", "H", "H", "H", "H", "O"],
  "xyz": [[-1.588, 3.387, -2.120], [-3.919, -0.576, -4.438], [-0.467, 3.391, 1.673], [-3.959, 1.958, -3.276], [-1.894, 4.347, -1.709], [-3.215, 0.199, -4.726], [-4.526, 1.569, -0.259], [1.411, -2.933, 2.234], [0.502, -3.976, 1.608], [0.776, -1.617, 2.051], [-0.580, 1.295, 3.434], [1.291, 3.363, 1.381], [2.774, -2.915, 1.574], [-1.838, -1.268, 0.732], [2.080, 1.615, -2.551], [-0.489, -3.949, 2.064], [0.656, 3.757, 2.979], [2.708, 1.509, 2.363], [0.550, 1.664, 2.489], [2.313, -1.166, -2.487], [2.680, -2.819, 0.491], [1.307, 1.092, -1.988], [-4.376, -0.398, -2.547], [0.292, -0.645, 0.898], [3.385, -2.100, 1.965], [-1.104, -1.446, -3.071], [0.488, 0.898, -2.690], [1.519, -3.109, 3.737], [0.801, -0.866, -0.646], [-4.856, -0.484, -4.982], [1.905, 1.300, 3.070], [0.408, -3.816, 0.532], [0.533, -3.079, 4.199], [2.137, -2.323, 4.172], [1.504, -1.436, -3.160], [-4.374, 3.153, -1.005], [-3.494, -1.564, -4.584], [-2.041, 3.212, -3.091], [-4.543, 1.560, -2.449], [2.703, -2.077, -2.034], [2.083, 1.903, 3.962], [1.876, -0.189, -1.413], [-0.544, 0.234, 3.687], [3.288, -3.853, 1.781], [3.039, 0.132, -0.485], [-2.149, 2.068, -0.804], [2.752, 0.857, 0.276], [-1.933, -0.497, -1.430], [-0.678, -2.064, -3.942], [1.943, 0.251, 3.357], [-4.089, 2.104, -1.103], [-0.493, 1.861, 4.362], [0.504, 3.131, 2.100], [1.977, -4.071, 3.966], [-0.505, 3.344, -2.186], [3.855, 0.558, -1.069], [0.918, -4.971, 1.763], [0.968, 1.731, -1.170], [-1.550, 1.524, 2.987], [-5.594, 1.788, -2.623], [3.112, -0.712, -3.074], [3.412, -0.767, 0.000], [0.343, 0.932, 1.225]],
  "e_tot_ha": -6654.8700,
  "e_above_lowest_kcal_mol": 0.0,
  "lumo_energy_ev": -7.6670,
  "total_charge": 2,
  "molar_mass_g_mol": 640.27
}

***

Entry 2:
{
  "formula": "C17H38BrClNNbO5P",
  "method": "ωB97M-V with the def2-TZVPD basis set",
  "species": ["C", "H", "Cl", "H", "C", "H", "H", "Nb", "H", "N", "H", "H", "C", "H", "C", "H", "H", "C", "H", "C", "O", "H", "H", "C", "C", "O", "H", "C", "H", "H", "H", "H", "H", "H", "H", "H", "H", "H", "O", "H", "C", "C", "H", "O", "H", "C", "H", "H", "C", "H", "O", "C", "H", "C", "H", "H", "H", "H", "C", "Br", "H", "C", "P", "H", "H"],
  "xyz": [[-3.725, -3.672, 3.465], [-4.774, -2.777, 0.927], [-2.482, 2.365, 0.120], [-5.123, 3.042, 0.772], [-4.740, 3.371, 1.730], [2.578, 2.236, -3.445], [5.346, -0.836, -4.836], [-2.422, -0.575, 1.894], [3.279, 1.831, 3.266], [-4.921, -1.942, 0.388], [0.020, 0.991, 1.258], [-3.588, -3.282, 4.470], [-1.664, -0.700, -0.209], [1.307, -0.713, -3.557], [7.096, 2.181, -4.829], [-4.555, -2.027, -0.542], [6.558, -0.337, -6.033], [-1.571, -2.126, -0.713], [-4.686, 1.488, 2.721], [2.303, 0.558, -2.149], [-0.579, -0.447, 2.684], [0.876, 1.875, -3.052], [6.759, 3.180, -4.565], [1.893, 1.916, -2.659], [-4.516, -0.697, 1.071], [2.604, 0.381, -0.992], [-3.679, 2.712, 3.421], [1.195, 1.169, 3.074], [7.037, -0.618, -4.346], [-2.451, -2.745, -0.618], [2.615, -1.492, -2.649], [1.927, 2.632, -1.841], [1.000, 2.233, 2.959], [-0.633, -0.380, -0.349], [1.116, -0.331, 1.566], [3.005, -0.344, -3.953], [-0.667, -4.297, 3.054], [-4.597, 0.106, 0.334], [4.865, 1.565, -4.298], [-4.705, -3.380, 3.098], [0.407, 0.346, 2.048], [-0.296, -2.806, -0.593], [0.552, -2.261, -0.213], [-0.767, -2.321, -1.849], [-5.590, 3.700, 2.328], [6.243, -0.242, -4.993], [-0.398, -3.878, -0.503], [7.446, 2.181, -5.863], [2.308, -0.574, -3.146], [0.900, 0.845, 4.065], [-1.018, -3.434, 3.272], [2.708, 0.974, 2.912], [7.923, 1.898, -4.176], [5.955, 1.205, -4.670], [-3.719, -4.762, 3.537], [3.058, 0.099, 3.456], [-2.333, -0.240, -0.935], [-5.243, -0.451, 1.843], [-3.980, 2.273, 2.472], [-3.411, -0.403, 4.376], [2.972, 0.817, 1.869], [-2.694, 1.719, 1.803], [-2.374, -3.145, 2.339], [-1.854, 2.106, 2.372], [-4.095, 4.238, 1.612]],
  "e_tot_ha": -4533.9857,
  "lumo_energy_ev": 2.0012,
  "total_charge": -1,
  "molar_mass_g_mol": 575.73
}

***

Entry 3:
{
  "formula": "C17H38N3O9P",
  "method": "ωB97M-V with the def2-TZVPD basis set",
  "species": ["H", "C", "C", "H", "H", "N", "H", "C", "C", "H", "H", "C", "H", "H", "H", "C", "H", "O", "O", "N", "H", "O", "H", "O", "H", "H", "C", "C", "C", "C", "H", "O", "O", "H", "H", "C", "C", "H", "H", "C", "H", "O", "H", "O", "H", "H", "H", "H", "C", "H", "H", "H", "H", "H", "O", "C", "H", "H", "H", "H", "C", "H", "H", "C", "H", "P", "N", "H"],
  "xyz": [[1.041, 1.077, 4.927], [-1.638, -0.832, 1.018], [0.157, -0.478, -5.857], [0.002, 1.376, 1.588], [1.771, -0.550, -7.278], [0.029, 3.140, -2.561], [-1.105, 3.084, 8.429], [-0.675, 1.310, 7.641], [-1.179, 1.007, -2.655], [0.285, -1.744, 1.140], [-2.693, 0.699, 9.283], [-0.381, 3.575, -3.882], [-1.752, -0.086, -6.249], [-2.152, -1.764, 1.250], [2.521, 0.167, 4.503], [-0.312, -1.203, 0.412], [0.758, -4.240, -2.776], [0.093, 0.016, -4.738], [-0.564, -2.081, -0.740], [-0.932, -0.499, -6.665], [-3.392, 2.307, 9.074], [0.254, -3.437, -2.579], [-2.238, 2.006, 10.380], [0.223, 1.759, 6.950], [1.309, -2.134, -6.615], [-1.335, -0.254, -8.708], [-1.042, -1.037, -8.007], [1.703, 0.777, 4.128], [-2.487, 1.762, 9.346], [1.436, -1.077, -6.383], [0.623, 3.747, -2.020], [3.214, -2.592, -4.155], [1.916, -2.173, -1.094], [-1.010, 2.824, -4.346], [-0.471, 1.580, 3.247], [-1.036, -0.158, 7.621], [-0.286, 1.981, -1.928], [-1.666, -0.627, 3.180], [-0.092, -1.450, -8.327], [3.324, -2.229, -3.012], [-2.146, 1.462, -2.872], [4.395, -2.563, -2.230], [-0.376, -0.659, 6.920], [0.146, 1.750, -0.806], [-0.910, -0.604, 8.608], [-0.718, 0.674, -3.586], [2.147, 1.679, 3.706], [-0.939, 4.510, -3.819], [-1.523, 0.006, 2.306], [-2.068, -0.301, 7.297], [2.191, -0.986, -5.614], [-2.350, 0.714, 2.290], [1.431, -1.255, -2.930], [-1.794, -1.826, -8.039], [0.773, -4.244, -0.202], [-0.245, 0.826, 2.491], [1.666, -0.094, 2.183], [-2.244, -0.328, 0.267], [2.679, -0.481, -1.970], [-1.333, 0.140, -2.019], [2.274, -1.443, -2.273], [0.491, 3.737, -4.517], [0.223, -0.346, 0.035], [0.974, 0.042, 3.015], [0.669, -0.961, 3.315], [0.593, -3.077, -1.071], [-1.394, 2.120, 8.463], [5.166, -2.043, -2.490]],
  "e_tot_ha": -1853.4771,
  "lumo_energy_ev": 0.4660,
  "molar_mass_g_mol": 459.48
}